No. 1
An isolated ion of composition C10H16NO and charge +1, computed with wB97M-V/def2-TZVPD.

Lowest unoccupied orbital energy (spin up / spin down)   -3.55 / -3.73 eV
Charge   +1
Frontier orbital gap (spin up / spin down)   8.0 / 7.2 eV
ΔE to the lowest compared entry with this formula, charge and spin   3.041 eV

XYZ file:
```
28
Properties=species:S:1:pos:R:3:nbo_charge:R:1
C 1.82761 -0.43994 -2.04215 -0.110
C 2.17389 0.39669 -0.98405 -0.071
C 0.85785 -1.53489 -1.53743 -0.458
C 1.42727 0.13038 0.17709 -0.110
C 0.43019 -1.11388 -0.15916 -0.250
C -0.92598 -0.47349 -0.05921 -0.288
C -1.59728 -0.50469 1.29645 -0.031
C -0.75999 1.03190 0.03417 0.426
C 3.27746 1.50436 -1.12577 -0.617
C -3.07176 -0.98496 1.38628 -0.628
N -1.50827 0.99748 1.30692 -0.567
O -1.02756 2.07392 -0.79184 -0.674
H 2.39514 -0.38352 -2.93478 0.224
H -0.01307 -1.64211 -2.20524 0.222
H 1.38074 -2.52003 -1.64783 0.249
H 1.68917 0.39348 1.09030 0.188
H 0.33136 -1.91316 0.66367 0.231
H -1.66238 -0.80665 -0.90467 0.226
H -1.04435 -1.02774 2.17268 0.249
H 3.66117 1.57526 -0.12685 0.221
H 2.62117 2.38840 -1.28423 0.226
H 3.98046 1.27089 -1.85079 0.232
H -3.49366 -0.37557 2.24860 0.221
H -3.28489 -2.00851 1.72671 0.262
H -3.63542 -0.86989 0.54628 0.226
H -2.37844 1.53532 1.27285 0.436
H -0.97137 1.45761 2.07225 0.445
H -0.69370 1.91863 -1.69619 0.523
```

=====

No. 2
A 2-piece molecular cluster, C10H16O overall, computed with wB97M-V/def2-TZVPD.

Lowest unoccupied orbital energy (spin up / spin down)   3.40 / 3.35 eV
Charge   -1
Frontier orbital gap (spin up / spin down)   2.5 / 6.9 eV
Expectation value of S²   0.760
Spin multiplicity   2
ΔE to the lowest compared entry with this formula, charge and spin   0.335 eV

XYZ file:
```
27
Properties=species:S:1:pos:R:3:nbo_charge:R:1
C -0.71942 2.32912 -1.33171 -0.622
C -0.53366 0.69932 0.55451 -0.380
C -1.26139 1.73474 -0.05901 -0.034
C -0.84463 0.17382 1.85123 -0.449
C -2.04353 0.61243 2.41750 0.280
C -2.41020 2.18028 0.56463 -0.342
C -2.81021 1.60286 1.81835 -0.409
O -2.48596 0.20013 3.67027 -0.739
H 0.40457 0.38625 0.10342 0.163
H -0.19479 -0.57724 2.28096 0.175
H -1.41590 2.91286 -1.93074 0.191
H -0.44854 1.45052 -1.93272 0.196
H -3.07497 2.91390 0.11862 0.173
H -2.36737 -0.74611 3.76636 0.443
H -3.72146 1.89994 2.32148 0.186
H 0.17504 2.95039 -1.22509 0.192
C 1.78753 -1.94631 -0.69959 -0.419
C 3.26353 -2.34447 -0.74576 -0.614
C 1.26217 -1.35566 -2.00387 -0.607
H 1.11212 -2.75931 -0.42289 0.199
H 1.71348 -1.30472 0.17232 0.215
H 3.90914 -1.72421 -1.36779 0.198
H 1.61604 -2.01541 -2.80481 0.182
H 0.18676 -1.22162 -2.06218 0.227
H 1.74081 -0.40973 -2.28373 0.199
H 3.63101 -2.27843 0.28441 0.203
H 3.52986 -3.36335 -1.05418 0.191
```

=====

No. 3
A 2-piece molecular cluster, C10H16O overall, computed with wB97M-V/def2-TZVPD.

Lowest unoccupied orbital energy (spin up / spin down)   3.85 / 3.75 eV
Charge   -1
Frontier orbital gap (spin up / spin down)   3.1 / 7.0 eV
Expectation value of S²   0.759
Spin multiplicity   2
ΔE to the lowest compared entry with this formula, charge and spin   2.105 eV

XYZ file:
```
27
Properties=species:S:1:pos:R:3:nbo_charge:R:1
C 2.43092 0.45698 2.75467 -0.609
C 2.54325 -0.20828 1.19138 -0.615
H 2.19081 -0.33649 3.51851 0.186
H 3.39841 0.82679 3.00815 0.169
H 1.70858 1.26086 2.66390 0.223
H 3.06706 -1.15282 1.24531 0.180
H 3.07449 0.64154 0.83766 0.195
H 1.52141 -0.39143 0.82609 0.251
C -0.52196 -0.45464 -2.62756 -0.426
C -1.82445 -0.21406 -3.44835 -0.632
C -0.65709 -0.23648 -1.18868 -0.048
C -0.99270 -1.26118 -0.39352 -0.268
C -0.40395 1.13521 -0.77947 -0.433
C -1.28833 -0.99830 0.92708 -0.514
C -0.59066 1.29062 0.57532 -0.338
C -0.97346 0.27315 1.44586 0.256
O -1.07526 0.66120 2.81218 -0.726
H -0.41260 -1.44416 -2.69178 0.182
H 0.43533 -0.08473 -3.01137 0.181
H -2.74809 -0.44312 -2.84455 0.229
H -0.89874 -2.23769 -0.88047 0.179
H -0.32002 1.95663 -1.49612 0.184
H -1.82437 -1.73505 1.44614 0.173
H -0.48626 2.29428 0.94571 0.182
H -1.52906 -0.06929 3.32272 0.459
H -1.68894 -0.41458 -4.53759 0.196
H -2.13429 0.88506 -3.62120 0.184
```

=====

No. 4
A 2-piece molecular cluster, C10H16O overall, computed with wB97M-V/def2-TZVPD.

Lowest unoccupied orbital energy (spin up / spin down)   3.66 / 3.62 eV
Charge   -1
Frontier orbital gap (spin up / spin down)   3.1 / 7.0 eV
Expectation value of S²   0.762
Spin multiplicity   2
ΔE to the lowest compared entry with this formula, charge and spin   0.066 eV

XYZ file:
```
27
Properties=species:S:1:pos:R:3:nbo_charge:R:1
C 1.07868 0.01785 1.68321 -0.427
C 2.57508 -0.16413 1.93812 -0.605
C 0.14509 0.00960 2.89920 -0.605
H 0.66746 -0.66094 0.94372 0.235
H 0.98000 1.00328 1.23350 0.214
H 3.06338 -0.68972 1.11697 0.206
H 3.11010 0.78326 2.02546 0.192
H -0.84065 -0.34726 2.61989 0.220
H -0.01292 1.01773 3.29229 0.189
H 2.76204 -0.76581 2.83384 0.182
H 0.53567 -0.54005 3.75915 0.178
C -0.17842 -2.35927 -1.64751 -0.621
C -1.49766 -0.49430 -0.60358 -0.403
C -0.51881 -0.88672 -1.52704 -0.049
C -1.85592 0.91700 -0.53583 -0.464
C -1.35239 1.77540 -1.48973 0.308
C 0.05840 0.02157 -2.40036 -0.335
C -0.38600 1.39081 -2.41902 -0.443
O -1.75207 3.10679 -1.53577 -0.711
H -2.04928 -1.25790 -0.07454 0.176
H -2.72274 1.23349 0.04948 0.167
H 0.25179 -2.73911 -0.72450 0.190
H 0.64080 -2.50527 -2.35858 0.191
H 0.82324 -0.28487 -3.09907 0.175
H -2.45860 3.19676 -0.88367 0.458
H -0.02827 2.14965 -3.10234 0.187
H -1.03800 -2.92783 -1.99327 0.194
```

=====

No. 5
A 2-piece molecular cluster, C10H16O overall, computed with wB97M-V/def2-TZVPD.

SMILES string   Cc1ccc(O)cc1.CCC
Lowest unoccupied orbital energy   0.76 eV
Frontier orbital gap   9.2 eV
ΔE to the lowest compared entry with this formula, charge and spin   1.447 eV

XYZ file:
```
27
Properties=species:S:1:pos:R:3:nbo_charge:R:1
C 3.07371 0.85841 0.41164 -0.631
C -1.00247 1.83737 -0.59588 0.306
C -0.72646 1.31943 0.65272 -0.295
C 0.02760 1.93993 -1.53199 -0.272
C 0.59510 1.02464 0.96809 -0.190
C 1.32251 1.66803 -1.18785 -0.183
C 1.66487 1.33516 0.14856 -0.042
O -2.22754 2.33967 -0.92752 -0.681
H -1.53404 1.14343 1.35117 0.211
H -2.95472 1.88194 -0.48397 0.482
H -0.28950 2.23410 -2.52795 0.225
H 0.80433 0.52103 1.91041 0.206
H 2.15924 1.59460 -1.87476 0.210
H 3.18365 0.22756 1.28763 0.218
H 3.71045 1.74310 0.41048 0.221
H 3.36698 0.16026 -0.38329 0.215
C -0.86665 -2.95280 0.13463 -0.406
C -1.99461 -3.59883 0.93498 -0.620
C 0.48230 -3.61970 0.51368 -0.613
H -0.97435 -2.95571 -0.94013 0.202
H -0.77951 -1.89081 0.36610 0.203
H -2.19105 -3.09579 1.88683 0.204
H 1.18824 -3.35086 -0.28348 0.207
H -1.67218 -4.61180 1.18499 0.202
H -2.99826 -3.72757 0.51433 0.211
H 0.81661 -3.31585 1.49324 0.206
H 0.55616 -4.69801 0.33450 0.204
```

=====

No. 6
A 2-piece molecular cluster, C10H16O overall, computed with wB97M-V/def2-TZVPD.

SMILES string   Cc1ccc(O)cc1.CCC
Lowest unoccupied orbital energy   0.86 eV
Frontier orbital gap   9.2 eV
ΔE to the lowest compared entry with this formula, charge and spin   1.963 eV

XYZ file:
```
27
Properties=species:S:1:pos:R:3:nbo_charge:R:1
C 2.15325 -2.11104 -0.48588 -0.406
C 2.56359 -0.79310 0.28090 -0.623
C 2.06739 -1.93636 -1.99145 -0.616
H 2.85987 -2.84932 -0.13181 0.205
H 1.15122 -2.29894 -0.06159 0.196
H 3.09446 -0.21402 -0.49875 0.195
H 3.32860 -0.87430 1.04856 0.213
H 1.07563 -1.62392 -2.30172 0.207
H 2.86945 -1.33208 -2.41201 0.207
H 1.75790 -0.12136 0.50370 0.212
H 2.26257 -2.92815 -2.46446 0.211
C -1.69011 1.25818 -1.86022 -0.640
C -0.98155 -0.04515 1.52812 -0.286
C -1.63576 0.87583 2.35910 0.285
C -0.86161 0.23662 0.18251 -0.197
C -1.63332 1.30336 -0.32889 -0.031
C -2.09705 2.07714 1.83140 -0.252
C -2.18097 2.29460 0.44225 -0.213
O -1.58392 0.78457 3.72492 -0.668
H -0.42050 -0.92122 1.85772 0.216
H -0.38967 -0.25142 -0.67131 0.218
H -2.54379 2.81953 2.48671 0.222
H -1.29506 -0.09346 3.98019 0.478
H -1.95563 0.28055 -2.26142 0.214
H -0.71237 1.55106 -2.29445 0.216
H -2.80382 2.96384 -0.12930 0.222
H -2.39880 1.94856 -2.33283 0.214
```

=====

No. 7
A 2-piece molecular cluster, C10H16O overall, computed with wB97M-V/def2-TZVPD.

SMILES string   Cc1ccc(O)cc1.CCC
Lowest unoccupied orbital energy   0.87 eV
Frontier orbital gap   9.5 eV
ΔE to the lowest compared entry with this formula, charge and spin   2.252 eV

XYZ file:
```
27
Properties=species:S:1:pos:R:3:nbo_charge:R:1
C 0.71298 -0.24386 2.27423 -0.638
C 1.24348 0.22142 -0.18518 -0.187
C 1.43224 0.41347 1.20005 -0.050
C 2.01914 0.96790 -1.10945 -0.273
C 2.96956 1.86272 -0.78399 0.278
C 2.46075 1.36236 1.49346 -0.195
C 3.32541 1.95093 0.61054 -0.247
O 3.54372 2.60978 -1.77912 -0.690
H 0.48257 -0.54552 -0.47124 0.210
H 1.79491 0.82433 -2.14083 0.209
H 1.28506 -1.07711 2.77948 0.227
H -0.21583 -0.77878 1.88373 0.215
H 2.62668 1.65041 2.52878 0.203
H 3.94496 2.03192 -2.44072 0.483
H 4.12655 2.59358 1.05873 0.227
H 0.24857 0.43853 2.94100 0.226
C -2.96378 -1.44230 -1.35247 -0.401
C -3.44115 -0.11877 -0.82870 -0.632
C -2.27614 -2.38911 -0.19716 -0.604
H -3.81711 -1.96114 -1.85023 0.202
H -2.19825 -1.34352 -2.05124 0.200
H -3.17692 0.84453 -1.18691 0.220
H -2.61037 -1.94499 0.77944 0.198
H -2.63877 -3.41743 -0.25245 0.210
H -1.20391 -2.42552 -0.29835 0.202
H -4.50399 0.06313 -0.87625 0.209
H -3.17038 -0.14696 0.25484 0.198
```

=====

No. 8
A 2-piece molecular cluster, C10H16O overall, computed with wB97M-V/def2-TZVPD.

SMILES string   Cc1ccc(O)cc1.CCC
Lowest unoccupied orbital energy   0.90 eV
Frontier orbital gap   9.3 eV
ΔE to the lowest compared entry with this formula, charge and spin   2.756 eV

XYZ file:
```
27
Properties=species:S:1:pos:R:3:nbo_charge:R:1
C -1.25636 -0.79825 3.69845 -0.407
C -0.42462 0.41528 3.11254 -0.618
C -2.29637 -1.24854 2.72095 -0.584
H -1.64325 -0.57314 4.61621 0.195
H -0.50011 -1.53599 3.93743 0.193
H -0.67348 1.34463 3.75730 0.195
H 0.56495 0.31752 3.34401 0.211
H -2.94032 -0.33886 2.23696 0.189
H -0.86954 0.75660 2.14273 0.224
H -3.06183 -1.94600 3.18414 0.204
H -1.91498 -1.73114 1.92016 0.198
C 0.93640 -2.54861 -1.84286 -0.623
C -0.51108 -0.55832 -1.40276 -0.187
C 0.75872 -1.11322 -1.65937 -0.041
C -0.70438 0.74935 -1.15126 -0.257
C 1.91720 -0.29394 -1.66705 -0.187
C 0.41054 1.62188 -1.27479 0.293
C 1.70407 1.11717 -1.50841 -0.279
O 0.19071 2.98860 -0.85280 -0.691
H -1.40437 -1.38200 -1.35009 0.212
H -1.62807 1.22575 -1.08629 0.227
H 0.03238 -2.87628 -2.39009 0.212
H 1.06934 -3.04816 -0.95662 0.217
H 2.87523 -0.57739 -1.89058 0.209
H 2.54376 1.82769 -1.55852 0.207
H 1.03767 3.42396 -0.80198 0.474
H 1.78211 -2.85275 -2.43500 0.215
```